C28H20ClCoN5O12S | ωB97M-V/def2-TZVPD

The calculation puts the HOMO energy at -5.73 eV.

```
! RIJCOSX wB97M-V def2-TZVPD def2/J DEFGRID3
* xyz -1 1
Co 0.24460 -0.63779 -1.57859
O -0.84328 -2.65064 -4.81811
C -0.34282 -2.34443 -3.75857
O -0.40823 -1.14575 -3.24446
C 0.52225 -3.32641 -2.97374
C 1.87122 -2.66038 -2.69357
C 2.92376 -3.67114 -2.26628
C 2.43193 -4.07139 -0.85369
C 1.20582 -3.18422 -0.67984
O 1.59366 -1.97443 -1.42091
C 0.03458 -3.67816 -1.52601
C -1.22395 -2.95012 -1.06406
O -2.29319 -3.50589 -0.94977
O -1.00625 -1.70804 -0.69993
H 0.61828 -4.22427 -3.57977
H 2.19173 -1.92960 -3.42917
H 3.90373 -3.19884 -2.22100
H 2.97377 -4.50583 -2.96234
H 3.18211 -3.86013 -0.09394
H 2.15433 -5.12113 -0.77983
H 0.95858 -2.91363 0.34154
H -0.13874 -4.74740 -1.42803
O 1.31951 4.61845 -3.47294
C 0.04080 4.60432 -3.14467
O -0.65355 5.58224 -3.25089
C -0.51809 3.31242 -2.62595
C -1.82679 3.12174 -2.21717
Cl -3.08461 4.25488 -2.29261
N -1.99006 1.83479 -1.81870
N -0.80285 1.18436 -1.91761
C 0.06496 2.05653 -2.41162
C 1.45202 1.57045 -2.66229
O 2.32899 2.31218 -3.09598
O 1.62762 0.34107 -2.37376
C -3.18063 1.16002 -1.35340
C -3.27076 -0.20190 -1.57025
C -4.37960 -0.90734 -1.12855
C -5.41572 -0.24589 -0.49113
C -5.32939 1.12490 -0.29935
C -4.22008 1.83815 -0.72429
H 1.76026 3.72993 -3.33921
H -2.50296 -0.72404 -2.11007
H -4.40756 -1.97372 -1.30271
H -6.28441 -0.79091 -0.14647
H -6.12707 1.65865 0.20017
H -4.17601 2.89173 -0.51750
O -1.57129 1.67278 6.47966
S -0.42212 1.92103 7.32467
O -0.14097 0.88336 8.29867
O -0.30256 3.27872 7.81693
C 0.99487 1.77458 6.19584
N 2.21386 2.01677 6.69901
C 3.24324 1.89470 5.88356
C 3.11533 1.52318 4.54690
C 1.81783 1.28917 4.12690
N 0.77039 1.41652 4.93578
C 1.47594 0.85961 2.72788
C 2.43836 0.64020 1.74803
C 2.04652 0.23665 0.48841
N 0.75908 0.05305 0.17735
C -0.18030 0.26126 1.11147
C 0.13871 0.66374 2.39132
H 4.22466 2.09662 6.30334
H 3.97972 1.43625 3.90590
H 3.49234 0.77393 1.94297
H 2.75879 0.05994 -0.30442
H -1.20260 0.08001 0.80913
H -0.62768 0.82456 3.13772
*
```

C4H12N4 | ωB97M-V/def2-TZVPD

The calculation puts the HOMO energy at -7.41 eV. The SMILES is [H]/N=N\NN.C=CCC.

```
! RIJCOSX wB97M-V def2-TZVPD def2/J DEFGRID3
* xyz 0 1
H -0.24622 1.64170 -1.93460
N -0.97514 1.48451 -1.22128
N -1.04150 0.28291 -0.90849
N -0.55631 -0.69899 -1.70562
N 0.56525 -0.40452 -2.50541
H -0.64161 -1.62544 -1.29887
H 0.43083 -0.76292 -3.44385
H 1.42203 -0.77384 -2.10822
C -1.41747 -1.46369 1.22681
C -0.89816 -0.22378 1.06048
C 0.73563 0.01341 1.32156
C 1.21302 1.43845 1.14720
H -1.01009 -2.33274 0.73205
H -2.28179 -1.62288 1.85106
H -1.40959 0.62438 1.49896
H 0.88568 -0.31847 2.35114
H 1.24589 -0.69819 0.67197
H 2.26733 1.48030 0.88571
H 1.04259 2.02375 2.04603
H 0.66964 1.93604 0.33336
*
```

C31H18IrN7O11S3 | ωB97M-V/def2-TZVPD

The calculation puts the HOMO energy (alpha / beta) at -3.33 / -5.72 eV. The expectation value of S² is 0.782.

```
! RIJCOSX wB97M-V def2-TZVPD def2/J DEFGRID3
* xyz -1 2
Ir -0.26884 -0.17360 -0.98528
O 0.32966 -3.62708 -7.68335
N -0.02768 -2.53490 -7.19038
O -0.24137 -1.52966 -7.91246
C -0.12064 -2.43487 -5.80386
C 0.16759 -3.57405 -5.04916
C 0.08971 -3.56611 -3.65170
C 0.33174 -4.71314 -2.85915
C 0.20831 -4.62476 -1.50893
C -0.15857 -3.40787 -0.90334
N -0.38362 -2.30611 -1.60347
C -0.23939 -2.38190 -2.95731
C -0.46290 -1.19509 -3.72682
N -0.70470 -0.09452 -2.99714
C -1.13118 1.01194 -3.60225
C -1.25385 1.07978 -4.97470
C -0.90228 -0.00805 -5.75626
C -0.49127 -1.20321 -5.13894
H 0.43812 -4.47732 -5.57276
H 0.60563 -5.64206 -3.34510
H 0.38002 -5.48461 -0.87568
H -0.29369 -3.33155 0.15506
H -1.37399 1.84733 -2.96342
H -1.60854 1.99420 -5.42891
H -0.95460 0.02627 -6.83035
O 1.71752 -0.59371 -1.36846
N 2.53588 0.42560 -1.03871
C 3.84639 0.11122 -0.96949
C 4.78140 1.06547 -0.68853
C 4.34989 2.37771 -0.46722
C 3.01425 2.67151 -0.53137
C 2.06440 1.67590 -0.81692
S 0.37167 1.98971 -0.90285
H 4.05369 -0.93136 -1.15451
H 5.82339 0.78970 -0.63156
H 5.06507 3.15412 -0.23147
H 2.64492 3.67002 -0.34561
O -4.08179 1.32754 3.98695
S -2.79603 1.45655 3.36663
O -1.62051 1.34155 4.18230
N -2.68833 0.40050 2.08195
C -2.62334 1.02999 0.96285
S -2.59010 0.27059 -0.61000
C -2.65765 2.52727 1.06589
C -2.62303 3.47219 0.05661
C -2.64977 4.81534 0.41205
C -2.71192 5.20316 1.74688
C -2.75580 4.25414 2.76209
C -2.72963 2.92913 2.38503
H -2.57562 3.15626 -0.97693
H -2.61966 5.57294 -0.36052
H -2.72930 6.25596 1.99807
H -2.80891 4.54169 3.80371
O 0.27410 -0.11863 1.01229
C -0.13948 -1.09479 1.75172
O -0.83296 -2.02332 1.38786
C 0.29039 -0.96422 3.19025
C 1.21112 -0.00257 3.57502
C 1.53511 0.11224 4.91366
C 0.96854 -0.68050 5.89245
C 0.05940 -1.62948 5.46644
C -0.29194 -1.79053 4.13860
N -0.55615 -2.50287 6.48051
O -1.33250 -3.35375 6.09925
O -0.26635 -2.30889 7.64597
N 2.51346 1.13104 5.32342
O 2.74581 1.25038 6.51115
O 3.03473 1.80008 4.45334
H 1.64423 0.65877 2.84103
H 1.22173 -0.56547 6.93326
H -1.01999 -2.52720 3.83263
*
```

C18H19N3O3 | ωB97M-V/def2-TZVPD

The calculation puts the HOMO energy at -9.01 eV. The SMILES is C#CCN(CC=C)C(=O)CCc1nnc(COc2ccccc2)o1.

```
! RIJCOSX wB97M-V def2-TZVPD def2/J DEFGRID3
* xyz 0 1
C -0.86750 -1.78557 0.76435
C -1.63309 -0.95224 1.15421
C -2.55047 0.10213 1.56132
N -2.99688 0.90467 0.43726
C -4.33165 0.62559 -0.06614
C -4.46169 -0.79456 -0.52338
C -5.40993 -1.61886 -0.12040
C -2.19259 1.75069 -0.25278
O -2.57943 2.34996 -1.23689
C -0.78170 1.90907 0.29316
C 0.06043 2.77620 -0.64309
C 1.49288 2.71574 -0.28277
N 2.36266 3.66948 -0.30091
N 3.54674 3.14256 0.07851
C 3.34237 1.88919 0.31275
C 4.35441 0.88919 0.76930
O 3.79344 -0.32004 1.20137
C 3.26701 -1.18465 0.27927
C 2.75988 -2.37352 0.80297
C 2.21612 -3.32643 -0.03423
C 2.16122 -3.10634 -1.40264
C 2.66302 -1.92748 -1.92087
C 3.21918 -0.96641 -1.09166
O 2.05572 1.54233 0.10409
H -0.18509 -2.51517 0.44191
H -2.06300 0.73526 2.31233
H -3.43383 -0.35331 2.01838
H -4.48460 1.30448 -0.91150
H -5.07051 0.85142 0.71097
H -3.70073 -1.11907 -1.21990
H -5.47591 -2.63124 -0.47906
H -6.17426 -1.30885 0.57443
H -0.82498 2.36545 1.28551
H -0.32533 0.92097 0.38727
H -0.06824 2.41245 -1.66711
H -0.26232 3.81656 -0.62454
H 5.09531 0.73385 -0.02885
H 4.87822 1.30217 1.63712
H 2.80717 -2.52432 1.86995
H 1.83629 -4.24850 0.38300
H 1.73118 -3.84879 -2.05772
H 2.62622 -1.74560 -2.98473
H 3.60425 -0.05844 -1.53028
*
```

So what do the calculations give for DFT total energy? Going down the list: -4497.042814, -378.425861, -3701.874367, -1087.190086 Eh.
So what do the calculations give for energy relative to the best compared isomer or geometry (same formula, charge and spin)? Going down the list: 15.5, 557.6, 0.0, 453.1 kJ/mol.